# 1
Density functional theory data (the ωB97M-V functional and the def2-TZVPD basis) for C34H54IN3NaO5S as an isolated structure.

```
99
Properties=species:S:1:pos:R:3:forces:R:3:mulliken_charge:R:1
Na -0.371 1.692 1.458 -0.601 -0.165 0.257 0.989
C -1.466 -1.396 -5.444 0.019 0.016 -0.012 -1.591
C -2.288 -1.758 -4.198 0.025 0.001 0.046 2.110
C -3.772 -1.805 -4.582 -0.067 -0.038 -0.014 -1.725
C -1.869 -3.154 -3.742 0.027 -0.071 -0.018 -1.981
C -2.052 -0.713 -3.112 -0.009 0.117 -0.043 -0.772
C -1.464 -0.989 -1.900 -0.043 -0.091 -0.069 -0.074
C -1.278 0.010 -0.936 0.229 -0.113 0.408 -0.819
N -0.774 -0.260 0.340 -0.628 0.008 -0.513 0.120
C 0.182 -1.065 0.604 0.472 -0.263 0.104 -1.098
C 1.117 -1.609 -0.377 -0.265 0.188 0.159 -0.354
C 2.200 -2.293 0.003 0.209 -0.134 0.362 -0.425
C 2.364 -2.622 1.423 0.217 -0.129 -0.394 -0.066
C 1.596 -2.180 2.428 -0.388 0.360 -0.064 0.034
C 0.471 -1.265 2.086 0.196 -0.147 -0.161 1.356
O -0.216 -0.721 2.936 -0.128 0.074 -0.062 -0.962
C 1.876 -2.502 3.889 0.016 -0.033 -0.075 2.296
C 0.658 -3.186 4.527 0.024 -0.076 0.034 -1.838
C 3.068 -3.449 4.026 0.060 -0.076 0.099 -2.325
C 2.209 -1.212 4.650 0.024 0.014 0.080 -1.606
C 3.306 -2.623 -1.005 -0.078 0.049 0.065 2.034
C 2.714 -3.378 -2.198 -0.023 -0.028 -0.083 -1.653
C 4.428 -3.469 -0.402 0.051 -0.060 0.028 -2.394
C 3.918 -1.299 -1.488 0.019 0.022 -0.047 -1.521
C -1.680 1.368 -1.155 0.016 0.249 -0.122 1.056
O -1.459 2.279 -0.288 -0.120 -0.121 -0.388 -1.234
C -2.294 1.647 -2.434 0.016 -0.062 0.126 -0.762
C -2.444 0.624 -3.340 -0.029 -0.011 -0.079 -0.061
C -2.754 3.072 -2.740 0.036 -0.065 -0.004 2.564
C -1.543 4.019 -2.742 -0.008 0.046 -0.066 -1.652
C -3.775 3.539 -1.693 -0.028 0.016 -0.027 -1.646
C -3.416 3.173 -4.114 -0.044 0.088 -0.102 -2.375
H -1.635 -2.121 -6.246 -0.008 -0.020 0.002 0.468
H -0.400 -1.383 -5.209 0.005 -0.009 0.009 0.298
H -1.735 -0.408 -5.820 -0.009 0.014 -0.001 0.283
H -3.947 -2.585 -5.329 -0.005 0.003 -0.014 0.463
H -4.110 -0.858 -5.005 0.016 0.027 0.005 0.294
H -4.395 -2.018 -3.711 0.029 -0.017 0.024 0.365
H -2.064 -3.875 -4.540 0.002 -0.005 0.003 0.459
H -2.421 -3.475 -2.856 -0.035 0.016 -0.001 0.373
H -0.803 -3.200 -3.507 0.014 0.021 -0.002 0.222
H -1.184 -2.002 -1.641 0.010 -0.001 0.040 0.846
H 0.983 -1.293 -1.402 -0.034 0.004 -0.026 0.951
H 3.209 -3.248 1.668 -0.017 0.024 -0.003 0.481
H 0.454 -4.142 4.038 -0.003 0.009 -0.020 0.385
H -0.232 -2.567 4.464 -0.018 0.064 -0.025 0.314
H 0.864 -3.389 5.582 -0.004 0.011 0.001 0.453
H 2.905 -4.388 3.491 -0.016 -0.009 -0.002 0.423
H 3.210 -3.692 5.081 -0.011 0.010 0.004 0.462
H 3.995 -3.001 3.664 -0.018 0.046 -0.019 0.374
H 1.339 -0.569 4.724 -0.030 -0.029 -0.012 0.222
H 3.004 -0.658 4.147 0.019 -0.010 -0.034 0.329
H 2.534 -1.470 5.662 0.030 0.028 0.016 0.514
H 2.273 -4.329 -1.890 0.012 0.000 0.035 0.352
H 3.493 -3.585 -2.937 0.015 -0.003 -0.004 0.477
H 1.936 -2.795 -2.692 -0.006 0.008 0.000 0.223
H 4.067 -4.428 -0.021 -0.036 -0.002 -0.020 0.432
H 4.935 -2.948 0.411 -0.001 0.039 -0.004 0.456
H 5.173 -3.679 -1.173 -0.010 -0.001 -0.013 0.443
H 3.181 -0.708 -2.034 -0.015 -0.001 0.011 0.260
H 4.756 -1.497 -2.162 0.015 -0.002 -0.004 0.508
H 4.267 -0.699 -0.645 0.000 -0.011 0.020 0.226
H -2.907 0.853 -4.292 0.025 -0.041 0.020 0.325
H -1.039 4.007 -1.779 -0.008 -0.031 0.051 0.250
H -1.872 5.040 -2.958 0.000 0.005 0.014 0.451
H -0.833 3.724 -3.519 0.001 -0.014 0.011 0.329
H -3.340 3.542 -0.697 0.025 -0.019 0.029 0.273
H -4.650 2.883 -1.692 0.007 -0.014 -0.006 0.308
H -4.114 4.551 -1.935 0.003 0.008 0.014 0.473
H -2.732 2.903 -4.922 0.022 0.002 0.017 0.400
H -3.728 4.207 -4.280 -0.012 -0.001 -0.003 0.448
H -4.304 2.541 -4.195 -0.006 -0.003 0.045 0.400
N 2.106 3.477 0.006 -0.022 0.079 0.150 -0.554
C 2.991 2.311 -0.106 0.034 0.090 -0.152 -0.555
C 2.843 1.342 1.072 -0.044 -0.126 0.188 -0.005
O 3.841 0.693 1.420 0.025 0.040 -0.058 -0.782
O 1.682 1.268 1.570 0.504 -0.059 0.067 0.275
H 1.143 3.174 0.131 0.079 -0.063 -0.113 0.103
H 2.122 4.013 -0.853 0.005 0.000 0.004 0.299
H 4.028 2.643 -0.147 -0.017 0.010 -0.002 0.333
H 2.798 1.721 -1.015 0.022 -0.017 0.017 0.251
N 1.960 3.857 3.133 -0.046 0.017 -0.042 -0.381
C 0.821 3.195 3.443 0.293 -0.064 0.057 0.634
O -0.224 3.336 2.829 -0.090 0.430 0.361 -0.634
C 0.913 2.227 4.600 0.083 0.009 0.093 -0.445
I -0.071 2.998 6.335 0.006 0.012 -0.052 0.017
H 2.005 4.180 2.166 0.017 -0.028 0.015 0.259
H 2.814 3.442 3.468 0.022 0.035 -0.018 0.253
H 1.934 2.016 4.900 -0.003 -0.028 -0.010 0.469
H 0.403 1.305 4.340 -0.039 0.017 -0.046 -0.226
C -3.861 2.512 4.215 0.079 0.058 0.243 -0.613
S -4.032 2.575 2.430 0.017 -0.016 -0.090 -0.077
C -3.590 0.871 2.057 -0.055 -0.082 0.006 -0.110
H -4.540 1.791 4.671 -0.024 -0.013 -0.055 0.315
H -4.090 3.502 4.608 -0.029 0.001 -0.030 0.332
H -2.835 2.274 4.502 0.003 -0.019 -0.062 -0.044
H -2.639 0.589 2.512 0.042 0.046 -0.016 -0.167
H -3.490 0.783 0.977 0.012 0.009 -0.009 -0.174
H -4.360 0.184 2.412 -0.018 0.004 -0.027 0.587
```
Forces are in eV/Å.

## Properties
- LUMO level: 0.060 Ha
- Maximum force: 0.81 eV Å⁻¹
- Gap between HOMO and LUMO: 5.77 eV
- HOMO energy: -4.144 eV
- Charge: -1

***

# 2
Density functional theory data (the ωB97M-V functional and the def2-TZVPD basis) for C6H9NO as an isolated structure.

```
17
Properties=species:S:1:pos:R:3:forces:R:3:mulliken_charge:R:1
C 1.109 -0.707 1.851 0.341 0.354 -0.179 -0.841
C -1.144 1.071 0.835 -0.117 -0.220 0.044 -1.447
C 0.767 0.167 -0.899 0.036 -0.796 1.031 0.073
C -0.357 0.030 0.097 0.490 0.663 -0.358 1.015
C -1.324 -0.504 -2.367 0.101 0.084 0.017 -0.927
O 2.047 0.479 -1.098 -0.005 0.231 -0.025 -0.507
N 0.433 -0.996 0.604 -0.455 -0.056 -0.920 -0.489
C -0.444 -0.261 -1.405 -0.221 -0.309 0.331 0.228
H 2.451 -0.168 -1.697 -0.120 0.024 0.131 0.358
H 1.660 -1.595 2.161 -0.023 0.070 -0.029 0.293
H 0.414 -0.434 2.655 -0.040 -0.017 -0.126 0.300
H 1.829 0.119 1.741 -0.007 -0.019 0.059 0.307
H -1.984 0.601 1.352 -0.018 0.057 -0.005 0.336
H -0.530 1.584 1.576 0.022 -0.067 -0.020 0.370
H -1.530 1.810 0.134 -0.007 -0.052 0.004 0.408
H -1.055 -0.418 -3.411 0.044 -0.067 0.002 0.252
H -2.341 -0.780 -2.129 -0.020 0.121 0.043 0.270
```
Forces are in eV/Å.

## Properties
- LUMO level: 0.024 Ha
- Relative energy (zero: lowest compared OMol25 entry of this formula, charge and spin): 5.171 eV
- Maximum force: 1.30 eV Å⁻¹
- Gap between HOMO and LUMO: 8.24 eV
- HOMO energy: -7.601 eV

***

# 3
Density functional theory data (the ωB97M-V functional and the def2-TZVPD basis) for C20H14BrGeIrN2O4S as an isolated structure.

```
44
Properties=species:S:1:pos:R:3:forces:R:3:mulliken_charge:R:1
Ir -2.048 1.647 -0.245 -1.389 -1.374 -2.410 1.318
O -0.263 -2.282 -1.475 -0.030 0.037 0.000 -0.632
C -0.886 -1.334 -1.066 -0.101 0.081 0.162 0.399
O -0.335 -0.202 -0.651 0.476 0.128 -0.055 -0.313
C -2.382 -1.341 -0.996 0.080 0.028 -0.026 0.463
C -3.088 -2.522 -1.070 -0.081 -0.042 -0.172 -0.548
C -4.478 -2.473 -1.032 0.049 0.001 0.017 -0.327
C -5.108 -1.243 -0.958 -0.039 -0.077 -0.203 -0.536
C -4.324 -0.108 -0.887 -0.224 0.208 0.007 0.495
N -3.002 -0.162 -0.883 0.579 0.121 1.793 -0.383
C -4.891 1.289 -0.793 -0.034 -0.644 0.151 0.522
O -6.061 1.461 -1.023 0.058 0.341 0.066 -0.603
O -4.020 2.200 -0.459 1.287 0.766 0.297 -0.581
H -2.537 -3.448 -1.151 -0.028 0.006 -0.028 0.490
H -5.056 -3.387 -1.067 0.014 0.023 0.012 0.448
H -6.183 -1.126 -0.950 0.010 -0.008 0.003 0.498
S -0.018 5.705 -1.493 0.076 0.010 -0.042 -0.369
C -0.590 4.294 -1.061 -0.244 -0.178 0.144 0.603
N -1.030 3.228 -0.773 0.062 0.724 0.513 -0.714
Ge 1.583 -0.246 -0.701 -0.328 0.159 0.053 0.673
C 2.090 -1.761 0.384 -0.022 0.157 -0.123 0.185
C 2.822 -2.787 -0.210 -0.007 0.001 0.120 -0.425
C 3.203 -3.893 0.535 0.007 0.028 -0.007 -0.611
C 2.845 -3.982 1.874 0.004 -0.008 -0.015 -0.418
C 2.105 -2.969 2.468 -0.021 0.032 -0.003 -0.697
C 1.728 -1.857 1.726 0.048 -0.071 0.016 0.137
C 1.994 1.524 -0.066 0.112 -0.164 0.057 0.231
C 1.857 1.859 1.282 0.048 0.041 -0.024 0.120
C 2.224 3.119 1.728 0.018 0.004 -0.020 -0.789
C 2.746 4.047 0.836 -0.021 -0.048 -0.005 -0.429
C 2.897 3.718 -0.504 0.027 0.004 -0.006 -0.697
C 2.521 2.461 -0.954 0.004 -0.044 0.036 -0.287
H 1.871 -0.414 -2.191 0.106 -0.028 0.020 -0.118
H 3.081 -2.725 -1.261 0.017 -0.043 0.011 0.322
H 3.775 -4.687 0.071 -0.014 0.007 0.008 0.384
H 3.140 -4.846 2.456 -0.006 0.023 -0.019 0.375
H 1.820 -3.044 3.510 0.002 0.002 -0.019 0.406
H 1.140 -1.077 2.197 -0.008 -0.016 -0.004 0.218
H 1.462 1.141 1.990 -0.010 0.041 -0.013 0.110
H 2.117 3.373 2.775 -0.031 0.008 -0.024 0.404
H 3.037 5.030 1.186 -0.018 -0.015 -0.010 0.388
H 3.309 4.440 -1.197 -0.045 -0.001 0.004 0.406
H 2.649 2.203 -2.000 -0.022 0.051 0.004 0.311
Br -1.714 1.178 2.098 -0.362 -0.270 -0.268 -0.427
```
Forces are in eV/Å.

## Properties
- LUMO level (spin up / spin down): -0.077 / -0.077 Ha
- Relative energy (zero: lowest compared OMol25 entry of this formula, charge and spin): 0.998 eV
- Maximum force: 3.10 eV Å⁻¹
- Gap between HOMO and LUMO (spin up / spin down): 6.38 / 6.46 eV
- HOMO energy (spin up / spin down): -8.473 / -8.548 eV

***

# 4
Density functional theory data (the ωB97M-V functional and the def2-TZVPD basis) for C22H28NO19S2 as an isolated structure.

```
72
Properties=species:S:1:pos:R:3:forces:R:3:mulliken_charge:R:1
O 10.058 2.619 0.496 0.256 0.071 0.536 -0.582
S 9.493 2.821 -0.808 -0.322 0.411 -0.271 0.816
O 9.290 1.642 -1.601 0.051 -0.302 -0.512 -0.596
N 8.235 3.828 -0.854 -0.023 -0.025 0.500 -0.438
S 7.146 3.547 0.297 0.239 -0.422 0.492 1.153
O 7.376 4.206 1.562 0.153 0.828 -0.101 -0.700
O 6.909 2.133 0.459 -0.273 -0.426 -0.385 -0.623
C 5.598 4.278 -0.341 -0.295 -0.173 -0.524 -1.299
C 4.508 3.230 -0.260 1.364 1.582 0.099 0.415
C 3.969 2.971 0.973 -0.276 0.009 0.457 -0.011
C 3.001 2.002 1.077 0.316 0.553 0.904 -0.970
C 2.627 1.330 -0.051 -1.694 -1.692 0.459 0.161
C 3.151 1.589 -1.277 0.399 0.101 -1.126 -0.783
C 4.116 2.561 -1.383 0.213 0.088 -0.589 -0.453
H 10.401 3.577 -1.479 -0.322 0.057 -0.035 0.026
H 5.316 5.133 0.268 0.360 0.010 0.226 0.425
H 5.712 4.635 -1.365 0.278 -0.165 0.017 0.488
H 4.318 3.512 1.841 0.064 0.028 0.046 0.415
H 2.581 1.808 2.054 -0.169 -0.284 -0.080 0.407
H 1.883 0.544 0.036 0.151 0.189 -0.032 0.378
H 2.844 1.053 -2.165 -0.156 -0.172 0.083 0.409
H 4.609 2.814 -2.313 -0.111 -0.151 -0.146 0.370
C -1.927 0.390 0.763 -0.181 0.170 0.136 -0.296
C -2.474 -0.983 0.464 -0.276 -0.133 0.119 0.139
O -1.575 -1.461 -0.546 0.156 0.142 0.063 -0.396
C -0.408 -0.786 -0.410 0.006 -0.025 -0.020 0.636
O 0.599 -1.065 -0.986 -0.188 -0.063 -0.050 -0.518
O -0.536 0.236 0.460 -0.071 -0.155 -0.115 -0.240
H -2.067 0.688 1.798 0.205 0.003 0.010 0.339
H -2.347 1.160 0.113 0.021 -0.031 -0.032 0.269
H -2.422 -1.652 1.325 0.076 0.024 -0.001 0.231
H -3.492 -0.960 0.096 0.063 -0.097 -0.170 -0.176
C 3.036 -4.506 -1.652 -0.001 0.092 -0.258 -0.363
C 2.633 -3.494 -0.610 -0.043 0.339 -0.127 0.078
O 2.409 -4.322 0.546 0.160 -0.189 -0.113 -0.287
C 3.120 -5.454 0.387 -0.003 -0.002 -0.032 0.655
O 3.282 -6.280 1.235 -0.024 -0.050 -0.156 -0.637
O 3.632 -5.543 -0.861 -0.097 0.006 0.098 -0.332
H 3.749 -4.111 -2.371 0.141 -0.137 0.087 0.320
H 2.181 -4.922 -2.189 -0.010 -0.028 0.062 0.280
H 3.432 -2.784 -0.391 0.003 -0.047 0.076 0.255
H 1.736 -2.944 -0.873 -0.070 -0.048 0.191 0.023
C 3.954 -5.188 4.105 -0.033 -0.251 -0.202 0.252
C 5.378 -4.744 4.349 0.154 -0.148 0.054 -0.360
O 5.283 -3.323 4.225 -0.192 -0.064 0.031 -0.325
C 3.998 -2.964 4.484 -0.006 0.057 -0.014 0.654
O 3.625 -1.848 4.631 -0.014 0.026 0.032 -0.528
O 3.199 -4.058 4.557 0.163 0.037 0.045 -0.343
H 3.685 -6.079 4.668 -0.123 0.121 0.100 0.304
H 3.742 -5.363 3.048 0.029 0.063 0.238 -0.182
H 5.729 -4.985 5.355 -0.026 0.027 0.003 0.266
H 6.078 -5.150 3.623 0.022 0.197 -0.064 0.304
C -6.746 -0.872 -1.922 -0.105 -0.156 -0.206 -0.379
C -7.345 0.514 -1.853 -0.074 0.008 -0.205 -0.145
O -7.042 0.912 -0.509 0.118 -0.197 -0.007 -0.316
C -5.973 0.198 -0.094 -0.072 0.126 0.072 0.668
O -5.369 0.406 0.910 0.038 -0.026 -0.024 -0.532
O -5.676 -0.790 -0.975 -0.090 0.123 0.066 -0.333
H -6.370 -1.123 -2.910 0.196 0.000 0.091 0.310
H -7.443 -1.648 -1.599 0.013 0.025 0.052 0.265
H -6.872 1.211 -2.543 -0.018 0.014 0.021 0.262
H -8.416 0.521 -2.026 -0.009 0.081 0.153 0.152
C -11.557 3.966 -1.632 -0.168 0.184 0.140 -0.324
C -12.124 2.597 -1.934 -0.248 -0.060 0.118 -0.302
O -11.249 2.121 -2.960 0.096 0.114 0.087 -0.320
C -10.070 2.784 -2.842 0.070 0.087 -0.053 0.699
O -9.079 2.504 -3.434 -0.044 -0.029 -0.020 -0.530
O -10.175 3.804 -1.958 -0.089 -0.149 -0.089 -0.312
H -11.677 4.256 -0.592 0.206 -0.004 0.008 0.296
H -11.980 4.745 -2.270 0.014 -0.035 -0.035 0.268
H -12.065 1.922 -1.078 0.047 0.019 -0.001 0.256
H -13.151 2.631 -2.288 0.075 -0.076 -0.175 0.285
```
Forces are in eV/Å.

## Properties
- LUMO level: 0.038 Ha
- Relative energy (zero: lowest compared OMol25 entry of this formula, charge and spin): 0.000 eV
- Maximum force: 2.44 eV Å⁻¹
- Gap between HOMO and LUMO: 6.02 eV
- HOMO energy: -4.980 eV
- Charge: -1